The following is a DFT calculation (ωB97M-V with the def2-TZVPD basis set) of a 2-piece molecular cluster, C4H13NO overall at a distorted geometry.

Each line ends with the Löwdin charge.
Positions of all 19 atoms, in Å:
C -0.85210 0.58616 -0.23504  -0.09
C 0.19935 -0.34021 -0.85704  -0.41
C 1.50407 -0.32873 -0.04100  -0.08
C -0.34124 -1.79054 -0.87268  -0.28
N -1.50054 -2.00508 -1.76118  -0.01
H -0.81280 0.57382 0.85104  0.07
H -1.87617 0.29814 -0.51252  0.07
H -0.75920 1.62843 -0.55095  0.08
H 0.36415 -0.08884 -1.90050  0.12
H 2.38340 -0.20423 -0.67352  0.07
H 1.56789 0.42182 0.74008  0.06
H 1.67564 -1.29714 0.43089  0.07
H -0.65884 -2.07107 0.13559  0.11
H 0.46784 -2.44721 -1.21395  0.11
H -1.21934 -2.42305 -2.64364  0.06
H -1.92690 -1.12341 -2.01983  0.04
O 0.44716 3.87145 3.71741  -0.05
H 0.82318 3.45498 2.93788  0.03
H 0.51446 3.28470 4.46896  0.03

Values from the calculation:
Total charge: 0
Total energy: -7896.14929 eV
Energy relative to the best compared isomer or geometry (same formula, charge and spin): 49.4 kJ/mol
Molar mass: 91.2 g mol⁻¹
SMILES: CC(C)CN.O
Gap between HOMO and LUMO: 9.9 eV